Record 1
Molecular formula: C6H10ClN
Method: DFT, ωB97M-V/def2-TZVPD

As for the charge: 0. Its LUMO energy is 1.0307 eV. The calculation puts the total energy at -749.5277 a.u. The calculation puts the gap between HOMO and LUMO at 10.01 eV. The largest force on an atom is 0.0562 Eh/bohr. For the relative energy (zero: lowest compared OMol25 entry of this formula, charge and spin), the calculation gives 75.5 kJ/mol. The HOMO energy is -8.98 eV.

Cartesian coordinates (Å):
Cl (2.449, -0.453, 0.156)
C (0.777, -0.018, -0.430)
C (0.566, 1.503, -0.217)
C (-0.968, 1.610, -0.147)
C (-1.410, 0.429, 0.664)
C (-2.416, -0.573, 0.101)
N (-1.355, -1.336, -0.594)
C (-0.323, -0.659, 0.325)
H (0.795, -0.325, -1.488)
H (0.978, 1.774, 0.764)
H (0.869, 2.119, -1.066)
H (-1.356, 1.506, -1.159)
H (-1.331, 2.568, 0.287)
H (-1.561, 0.653, 1.724)
H (-3.042, -1.139, 0.811)
H (-3.204, -0.162, -0.582)
H (-1.551, -2.326, -0.671)
H (-0.089, -1.375, 1.107)



Record 2
Molecular formula: C17H15ClN4O3S
Method: DFT, ωB97M-V/def2-TZVPD

As for the charge: 0. Its LUMO energy is 0.4024 eV. The calculation puts the total energy at -1959.9384 a.u. The calculation puts the gap between HOMO and LUMO at 8.71 eV. The largest force on an atom is 0.0439 Eh/bohr. For the relative energy (zero: lowest compared OMol25 entry of this formula, charge and spin), the calculation gives 17.1 kJ/mol. The HOMO energy is -8.30 eV.

Cartesian coordinates (Å):
C (-5.792, -2.561, 1.253)
C (-4.864, -1.514, 0.724)
C (-4.854, -0.223, 1.235)
C (-4.000, 0.744, 0.742)
C (-3.119, 0.440, -0.293)
N (-2.290, 1.463, -0.763)
C (-1.283, 1.390, -1.675)
O (-0.952, 0.393, -2.271)
C (-0.574, 2.732, -1.872)
C (0.524, 2.943, -0.820)
S (1.917, 1.780, -1.003)
C (1.707, 1.159, 0.653)
N (2.341, 0.247, 1.243)
N (3.257, -0.552, 0.765)
C (4.486, -0.252, 0.621)
C (5.447, -1.221, 0.190)
C (6.801, -1.071, -0.023)
C (7.272, -2.325, -0.455)
C (6.180, -3.145, -0.474)
O (5.082, -2.490, -0.089)
N (0.661, 1.822, 1.270)
C (-0.024, 2.764, 0.589)
O (-0.973, 3.379, 1.023)
C (-3.105, -0.847, -0.820)
C (-3.972, -1.796, -0.307)
Cl (-3.935, -3.386, -0.986)
H (-5.226, -3.409, 1.635)
H (-6.411, -2.160, 2.051)
H (-6.436, -2.931, 0.456)
H (-5.531, 0.029, 2.038)
H (-4.010, 1.740, 1.160)
H (-2.427, 2.349, -0.290)
H (-1.287, 3.555, -1.801)
H (-0.118, 2.732, -2.863)
H (0.926, 3.955, -0.924)
H (4.881, 0.747, 0.824)
H (7.373, -0.176, 0.113)
H (8.278, -2.584, -0.715)
H (6.071, -4.179, -0.735)
H (0.404, 1.563, 2.213)
H (-2.427, -1.101, -1.617)



Record 3
Molecular formula: C30H48BrMnN3P2
Method: DFT, ωB97M-V/def2-TZVPD

As for the charge: +2. Its LUMO energy (alpha / beta) is -6.6224 / -9.1026 eV. The calculation puts the total energy at -5743.3467 a.u. The calculation puts the gap between HOMO and LUMO (alpha / beta) at 5.45 / 3.17 eV. The multiplicity is 6. The largest force on an atom is 0.0861 Eh/bohr. Its expectation value of S² is 9.0834. For the relative energy (zero: lowest compared OMol25 entry of this formula, charge and spin), the calculation gives 0.0 kJ/mol. The HOMO energy (alpha / beta) is -12.08 / -12.27 eV.

Cartesian coordinates (Å):
N (-6.805, 5.469, -5.617)
C (-6.515, 6.082, -4.465)
C (-5.788, 5.446, -3.446)
C (-5.269, 4.152, -3.681)
C (-5.575, 3.532, -4.910)
C (-6.377, 4.223, -5.836)
C (-4.421, 3.500, -2.702)
Mn (-0.297, -0.198, 1.348)
P (6.477, -1.056, 0.121)
C (-3.390, 2.677, -3.032)
C (-2.490, 2.124, -2.049)
C (-1.320, 1.420, -2.429)
C (-0.484, 0.850, -1.453)
C (-0.856, 0.975, -0.107)
C (-1.899, 1.806, 0.304)
C (-2.759, 2.319, -0.671)
Br (2.112, -0.238, 1.533)
H (-4.635, 3.773, -1.669)
H (-3.167, 2.461, -4.082)
H (-5.601, 5.967, -2.506)
H (-5.213, 2.530, -5.140)
H (-6.863, 7.111, -4.331)
H (-6.650, 3.749, -6.783)
H (-1.089, 1.336, -3.496)
H (-3.646, 2.869, -0.362)
H (0.443, 0.342, -1.732)
H (-2.046, 2.064, 1.356)
P (-0.313, -2.309, 0.100)
C (5.902, 0.692, 0.328)
C (6.989, 1.662, -0.142)
H (5.650, 0.859, 1.383)
H (4.978, 0.812, -0.252)
H (6.829, 2.658, 0.281)
H (7.983, 1.319, 0.166)
H (6.982, 1.753, -1.233)
C (5.608, -1.497, -1.453)
C (6.317, -2.663, -2.144)
H (5.598, -0.604, -2.093)
H (4.565, -1.750, -1.215)
H (6.056, -2.694, -3.208)
H (7.407, -2.559, -2.063)
H (6.030, -3.623, -1.699)
C (5.377, -1.934, 1.305)
C (6.071, -2.232, 2.630)
H (5.006, -2.851, 0.828)
H (4.510, -1.280, 1.463)
H (5.496, -2.977, 3.190)
H (7.083, -2.621, 2.478)
H (6.133, -1.326, 3.243)
C (-0.182, -3.661, 1.333)
C (-1.314, -4.684, 1.412)
H (-0.050, -3.163, 2.308)
H (0.773, -4.162, 1.112)
H (-2.234, -4.241, 1.808)
H (-1.537, -5.148, 0.444)
H (-1.015, -5.486, 2.097)
C (0.960, -2.668, -1.165)
C (0.483, -2.682, -2.616)
H (1.365, -3.656, -0.896)
H (1.764, -1.931, -1.009)
H (-0.077, -3.595, -2.850)
H (-0.145, -1.820, -2.861)
H (1.350, -2.666, -3.285)
C (-1.972, -2.400, -0.663)
C (-3.039, -1.858, 0.283)
H (-2.149, -3.459, -0.899)
H (-1.963, -1.831, -1.608)
H (-3.793, -1.288, -0.272)
H (-3.569, -2.661, 0.809)
H (-2.637, -1.182, 1.062)
C (-0.003, 1.532, 6.432)
C (-0.771, 1.049, 5.278)
C (-2.138, 0.871, 5.067)
C (-2.295, 0.436, 3.754)
N (-1.070, 0.356, 3.168)
N (-0.174, 0.756, 4.121)
C (-3.547, 0.114, 3.055)
H (-0.290, 2.564, 6.676)
H (-0.162, 0.915, 7.325)
H (1.072, 1.522, 6.221)
H (-2.923, 1.070, 5.774)
H (0.815, 0.845, 3.904)
H (-3.667, -0.963, 2.903)
H (-4.410, 0.450, 3.643)
H (-3.593, 0.604, 2.080)



Record 4
Molecular formula: C3H6BrO2P
Method: DFT, ωB97M-V/def2-TZVPD

As for the charge: 0. Its LUMO energy (alpha / beta) is -1.9957 / -1.9959 eV. The calculation puts the total energy at -3183.6416 a.u. The calculation puts the gap between HOMO and LUMO (alpha / beta) at 6.61 / 6.62 eV. The largest force on an atom is 0.0943 Eh/bohr. For the relative energy (zero: lowest compared OMol25 entry of this formula, charge and spin), the calculation gives 293.5 kJ/mol. The HOMO energy (alpha / beta) is -8.61 / -8.61 eV.

Cartesian coordinates (Å):
C (-0.237, -0.925, 0.470)
C (1.345, 0.796, 0.914)
C (-0.892, -1.728, -0.470)
O (-0.449, -1.013, 1.649)
O (0.602, 0.056, -0.007)
P (-2.866, 0.359, -1.052)
Br (-2.716, 1.632, 0.698)
H (2.396, 0.848, 0.705)
H (1.038, 0.459, 1.817)
H (1.105, 1.987, 0.844)
H (-0.493, -1.979, -1.349)
H (-1.589, -2.458, -0.202)
H (-1.546, 0.545, -1.477)



Record 5
Molecular formula: C46H49ClF6N3
Method: DFT, ωB97M-V/def2-TZVPD

As for the charge: +1. Its LUMO energy is -5.4631 eV. The calculation puts the total energy at -3005.6506 a.u. The calculation puts the gap between HOMO and LUMO at 2.90 eV. The largest force on an atom is 0.0502 Eh/bohr. The HOMO energy is -8.36 eV.

Cartesian coordinates (Å):
C (1.567, 4.219, 5.352)
C (1.159, 2.758, 5.541)
C (0.605, 2.505, 6.950)
C (2.318, 1.842, 5.205)
C (3.259, 1.531, 6.171)
C (4.356, 0.749, 5.878)
C (4.541, 0.279, 4.595)
C (3.635, 0.584, 3.597)
C (3.857, 0.097, 2.185)
C (3.801, -1.430, 2.104)
C (5.145, 0.676, 1.596)
C (2.512, 1.366, 3.899)
N (1.601, 1.705, 2.830)
N (1.951, 2.450, 1.783)
N (0.866, 2.613, 1.059)
C (0.851, 3.280, -0.227)
C (0.510, 2.609, -1.414)
C (0.169, 1.130, -1.400)
C (1.349, 0.310, -0.880)
C (-0.336, 0.603, -2.746)
C (0.522, 3.316, -2.604)
C (0.856, 4.651, -2.648)
C (1.195, 5.303, -1.484)
C (1.204, 4.634, -0.275)
C (1.617, 5.352, 0.987)
C (0.667, 6.510, 1.297)
C (3.079, 5.801, 0.906)
C (-0.266, 1.987, 1.645)
C (-1.611, 2.001, 1.127)
C (-2.193, 3.207, 0.715)
C (-3.445, 3.228, 0.156)
C (-4.099, 4.567, -0.149)
F (-4.894, 4.431, -1.231)
F (-4.828, 4.934, 0.927)
F (-3.131, 5.480, -0.385)
C (-4.111, 2.037, -0.077)
C (-3.537, 0.827, 0.280)
C (-4.185, -0.484, -0.139)
F (-3.358, -1.503, 0.181)
F (-5.363, -0.615, 0.504)
F (-4.376, -0.449, -1.476)
C (-2.327, 0.810, 0.927)
C (0.242, 1.290, 2.761)
C (-0.428, 0.483, 3.623)
H (1.902, 4.408, 4.332)
H (0.741, 4.898, 5.568)
H (2.391, 4.472, 6.019)
H (0.353, 2.538, 4.824)
H (0.399, 1.447, 7.115)
H (1.316, 2.824, 7.710)
H (-0.318, 3.055, 7.128)
H (3.133, 1.911, 7.170)
H (5.077, 0.522, 6.647)
H (5.404, -0.320, 4.358)
H (3.020, 0.489, 1.589)
H (2.857, -1.814, 2.495)
H (3.906, -1.784, 1.078)
H (4.601, -1.879, 2.690)
H (5.137, 1.766, 1.630)
H (6.015, 0.341, 2.160)
H (5.286, 0.373, 0.559)
H (-0.660, 1.012, -0.690)
H (1.619, 0.629, 0.125)
H (1.114, -0.754, -0.832)
H (2.226, 0.447, -1.513)
H (-1.198, 1.171, -3.095)
H (0.445, 0.669, -3.502)
H (-0.644, -0.440, -2.684)
H (0.272, 2.817, -3.523)
H (0.857, 5.178, -3.590)
H (1.465, 6.344, -1.513)
H (1.535, 4.619, 1.807)
H (-0.366, 6.168, 1.377)
H (0.932, 7.006, 2.230)
H (0.698, 7.257, 0.505)
H (3.746, 4.959, 0.719)
H (3.225, 6.513, 0.095)
H (3.399, 6.285, 1.828)
H (-1.652, 4.128, 0.842)
H (-5.071, 2.050, -0.563)
H (-1.887, -0.137, 1.188)
H (-1.480, 0.315, 3.516)
H (0.074, 0.017, 4.446)
Cl (-4.670, -5.259, 8.714)
C (-3.900, -4.980, 7.208)
C (-4.627, -4.457, 6.139)
C (-4.023, -4.254, 4.929)
C (-2.654, -4.559, 4.732)
C (-2.031, -4.365, 3.478)
C (-0.576, -4.628, 3.182)
C (-0.420, -4.318, 1.676)
C (-1.778, -3.861, 1.246)
C (-2.650, -3.909, 2.281)
C (-1.934, -5.076, 5.841)
C (-2.548, -5.282, 7.046)
H (-5.667, -4.222, 6.286)
H (-4.595, -3.850, 4.113)
H (0.055, -3.980, 3.803)
H (-0.321, -5.669, 3.417)
H (0.332, -3.541, 1.487)
H (-0.113, -5.205, 1.106)
H (-2.035, -3.530, 0.252)
H (-3.686, -3.637, 2.194)
H (-0.893, -5.315, 5.727)
H (-2.006, -5.685, 7.884)



Record 6
Molecular formula: C2H3O2S
Method: DFT, ωB97M-V/def2-TZVPD

As for the charge: -1. Its LUMO energy (alpha / beta) is 4.0089 / 2.8668 eV. The calculation puts the total energy at -626.5410 a.u. The calculation puts the gap between HOMO and LUMO (alpha / beta) at 3.61 / 6.70 eV. The multiplicity is 3. The largest force on an atom is 0.0535 Eh/bohr. Its expectation value of S² is 2.0197. For the relative energy (zero: lowest compared OMol25 entry of this formula, charge and spin), the calculation gives 85.4 kJ/mol. The HOMO energy (alpha / beta) is 0.40 / -3.84 eV.

Cartesian coordinates (Å):
C (-1.214, -0.436, -0.028)
C (0.954, -0.243, -0.019)
O (-1.644, -1.564, -0.052)
O (1.009, 1.175, 0.010)
S (-1.852, 1.094, -0.064)
H (1.127, -0.763, -0.938)
H (1.546, -0.701, 0.813)
H (0.074, 1.439, 0.278)



Record 7
Molecular formula: C4H14N2O
Method: DFT, ωB97M-V/def2-TZVPD

As for the charge: 0. Its LUMO energy is -4.3818 eV. The calculation puts the total energy at -345.2424 a.u. The calculation puts the gap between HOMO and LUMO at 3.51 eV. The largest force on an atom is 0.0344 Eh/bohr. For the relative energy (zero: lowest compared OMol25 entry of this formula, charge and spin), the calculation gives 876.4 kJ/mol. The HOMO energy is -7.90 eV.

Cartesian coordinates (Å):
C (1.281, 0.987, -1.485)
N (2.217, 0.961, -0.369)
C (-0.852, -1.493, 1.132)
C (-0.579, 0.004, 1.046)
C (-1.787, 0.692, 0.402)
N (-1.790, 0.502, -0.997)
H (1.850, 0.859, -2.401)
H (0.604, 1.842, -1.502)
H (0.589, 0.135, -1.435)
H (2.189, 0.012, 0.093)
H (0.046, -2.099, 1.168)
H (-1.663, -1.798, 1.802)
H (-0.217, 0.411, 1.996)
H (0.286, 0.188, 0.411)
H (-2.684, 0.258, 0.869)
H (-1.679, 1.762, 0.669)
H (-2.778, 0.554, -1.284)
H (-1.341, -1.738, 0.173)
H (2.536, -2.151, -0.380)
H (2.009, 1.729, 0.242)
O (1.763, -1.619, -0.151)